(1)
{
  "formula": "C8H20ClMgO4",
  "method": "the ωB97M-V functional and the def2-TZVPD basis",
  "symbols": ["Mg", "Cl", "C", "O", "C", "C", "O", "C", "H", "H", "H", "H", "H", "H", "H", "H", "H", "H", "C", "O", "C", "C", "O", "C", "H", "H", "H", "H", "H", "H", "H", "H", "H", "H"],
  "coordinates": [[-1.9415, -4.6364, -1.9737], [-0.8539, -3.9061, -0.0811], [-1.3393, -0.9036, 1.7742], [-1.4856, 0.5271, 1.7995], [-2.1607, 1.0842, 2.9465], [-2.0825, 2.6113, 3.0507], [-0.7886, 3.2621, 3.0615], [0.1285, 2.9044, 1.9852], [-0.7040, -1.2363, 2.5951], [-0.9889, -1.2435, 0.7997], [-2.3362, -1.3357, 1.8609], [-1.5698, 0.7474, 3.7983], [-3.1322, 0.5899, 2.9529], [-2.5627, 2.8752, 3.9930], [-2.6760, 3.0825, 2.2672], [0.8519, 2.1167, 2.1955], [0.7889, 3.6701, 1.5782], [-0.4523, 2.5839, 1.1202], [-0.2964, 1.2565, -1.4952], [0.2602, 0.2390, -2.3131], [0.9199, -0.6891, -1.3887], [2.2120, -1.1924, -2.1405], [1.9458, -1.5543, -3.4761], [2.8861, -2.5883, -3.8969], [-0.6046, 2.0285, -2.2002], [0.4174, 1.7349, -0.8246], [-1.1349, 0.8893, -0.9034], [0.2247, -1.4873, -1.1287], [1.3007, -0.2714, -0.4567], [2.5428, -2.0051, -1.4938], [2.9762, -0.4283, -1.9984], [2.7075, -3.6369, -3.6588], [3.8438, -2.5016, -3.3838], [3.1040, -2.5868, -4.9649]],
  "atomic_forces_ev_per_a": [[0.30, 0.23, 0.47], [-0.28, -0.25, -0.49], [-1.04, 1.03, 0.32], [0.24, 0.41, -0.70], [2.19, -1.16, -0.22], [-0.03, 0.29, -1.11], [0.75, -0.92, -0.33], [-0.82, -0.41, -0.67], [0.11, -0.17, -0.05], [0.35, 0.44, 0.19], [-0.13, -0.34, 0.32], [-0.21, -0.37, 0.52], [-0.51, 0.75, 0.43], [0.18, 0.04, 0.08], [-0.09, -0.01, -0.29], [-0.47, -0.43, 0.67], [-0.51, 1.06, 0.81], [-0.03, -0.16, 0.07], [-0.40, 0.58, -1.09], [0.94, -0.34, 2.56], [0.94, -0.38, -2.76], [-1.73, 0.18, 1.76], [1.28, -1.72, -0.10], [0.67, 0.33, 0.23], [-0.41, 0.08, 0.17], [0.32, -0.22, 0.08], [-0.14, 0.03, 0.07], [0.06, -0.18, -0.19], [-0.28, 0.60, 0.01], [0.19, -0.64, -0.32], [0.12, 0.32, -0.70], [-1.37, -0.04, 0.30], [0.25, 0.78, -0.04], [-0.44, 0.59, -0.02]],
  "multiplicity": 2,
  "homo_energy_ev": [-7.6, -9.4],
  "s2": 0.751,
  "homo_lumo_gap_ev": [7.52, 7.86]
}

***

(2)
{
  "formula": "C17H40N3O3",
  "method": "the ωB97M-V functional and the def2-TZVPD basis",
  "symbols": ["N", "C", "C", "C", "C", "N", "C", "N", "H", "H", "H", "H", "H", "H", "H", "H", "H", "H", "C", "C", "O", "C", "C", "H", "H", "H", "H", "H", "H", "H", "H", "H", "H", "C", "C", "O", "C", "C", "H", "H", "H", "H", "H", "H", "H", "H", "H", "H", "C", "C", "O", "C", "C", "H", "H", "H", "H", "H", "H", "H", "H", "H", "H"],
  "coordinates": [[6.3109, -0.4836, 0.4575], [5.8203, 0.7938, -0.2535], [4.7144, 1.6268, 0.6857], [3.2809, 0.8074, 0.4680], [2.5126, 0.0043, 1.6764], [1.3435, -0.5497, 0.8618], [1.3888, -0.1555, -0.6053], [2.6130, 0.7169, -0.8867], [6.7786, -1.0188, -0.3177], [5.4788, -1.0381, 0.7939], [6.7253, 1.4972, -0.4961], [5.2744, 0.5210, -1.2569], [4.6420, 2.7519, 0.3372], [5.0236, 1.5032, 1.8137], [2.7923, -0.1207, 2.8068], [0.6123, -1.1645, 1.2825], [0.5947, -0.4852, -1.4144], [2.9096, 1.1357, -1.8170], [-1.9961, 0.6868, 4.8028], [-1.4147, 0.6880, 3.4009], [-1.6814, -0.5120, 2.6740], [-3.0542, -0.8302, 2.4574], [-3.8067, 0.2314, 1.6749], [-1.6160, -0.1648, 5.3756], [-1.7272, 1.6105, 5.3275], [-3.0859, 0.6147, 4.7930], [-0.3250, 0.7739, 3.4709], [-1.7552, 1.5580, 2.8294], [-3.5463, -1.0416, 3.4128], [-3.0719, -1.7660, 1.8888], [-3.8311, 1.1878, 2.2032], [-4.8412, -0.0826, 1.5037], [-3.3260, 0.4055, 0.7061], [3.4715, -4.3463, -0.4618], [3.5857, -3.1792, -1.4253], [4.6191, -3.3436, -2.3972], [4.5020, -4.4707, -3.2626], [3.2319, -4.4672, -4.0946], [4.4211, -4.5106, 0.0568], [2.6937, -4.1494, 0.2845], [3.2134, -5.2755, -0.9745], [3.8332, -2.2758, -0.8575], [2.6305, -2.9778, -1.9217], [4.5962, -5.3979, -2.6871], [5.3648, -4.4381, -3.9363], [2.3351, -4.5107, -3.4715], [3.2140, -5.3306, -4.7672], [3.1693, -3.5521, -4.6937], [-4.5858, 4.9844, -0.6602], [-4.5677, 3.5065, -0.3149], [-5.8469, 2.9949, 0.0611], [-6.8796, 3.0885, -0.9174], [-6.5658, 2.3448, -2.2035], [-4.9672, 5.5708, 0.1815], [-3.5748, 5.3319, -0.9004], [-5.2236, 5.1947, -1.5215], [-3.9062, 3.3531, 0.5445], [-4.1500, 2.9115, -1.1340], [-7.1161, 4.1396, -1.1151], [-7.7770, 2.6510, -0.4672], [-5.6822, 2.7488, -2.7038], [-7.4069, 2.4164, -2.9005], [-6.3689, 1.2873, -1.9959]],
  "atomic_forces_ev_per_a": [[-1.06, 0.95, -1.57], [-0.58, 0.37, 0.17], [-0.31, -1.61, -0.86], [-0.56, -0.60, 2.23], [0.09, 1.90, -7.60], [3.12, 2.57, -2.91], [2.19, 0.70, 2.73], [-3.06, -3.53, 6.06], [-0.66, 0.33, 1.31], [1.17, 0.70, -0.76], [-1.72, -1.47, 0.58], [1.06, 0.68, 1.65], [-0.02, -2.40, 0.84], [-0.74, 0.46, -2.29], [-0.90, 0.16, -2.63], [0.44, 0.80, -0.73], [1.89, 0.78, 2.08], [-0.57, -0.82, 1.79], [-0.08, -0.04, 0.12], [-0.13, -0.01, 0.07], [0.53, -0.08, -0.18], [-0.27, -0.02, -0.07], [0.05, 0.14, 0.01], [0.00, 0.12, -0.06], [-0.03, -0.16, -0.11], [0.08, 0.10, -0.01], [-0.07, -0.17, -0.13], [-0.07, -0.01, 0.05], [0.02, 0.08, -0.04], [0.23, 0.11, 0.14], [-0.13, -0.09, -0.02], [0.18, 0.06, 0.01], [-0.10, -0.05, 0.07], [-0.01, -0.14, 0.06], [0.30, -0.22, -0.24], [-0.12, 0.36, 0.27], [-0.03, -0.13, -0.11], [-0.15, 0.11, 0.00], [-0.12, 0.06, -0.05], [0.10, -0.03, -0.08], [-0.07, 0.10, 0.05], [0.19, 0.02, -0.16], [-0.11, -0.10, -0.03], [-0.08, 0.02, -0.02], [-0.06, 0.18, 0.26], [0.03, -0.12, -0.04], [0.03, 0.14, 0.10], [0.06, -0.15, 0.03], [-0.04, 0.15, -0.06], [-0.28, -0.01, 0.07], [0.21, -0.06, 0.11], [0.00, 0.00, -0.03], [0.14, -0.08, -0.09], [0.08, -0.09, -0.08], [-0.14, -0.05, 0.05], [0.11, -0.02, 0.00], [-0.26, -0.10, 0.01], [-0.01, 0.05, -0.10], [0.04, -0.02, -0.07], [0.27, 0.06, 0.14], [-0.11, 0.04, -0.03], [0.10, -0.02, 0.12], [-0.09, 0.12, -0.02]],
  "multiplicity": 1,
  "homo_energy_ev": -11.4,
  "charge": 1,
  "homo_lumo_gap_ev": 7.30
}

***

Strongest force on any atom, record by record: 2.94 7.84 eV Å⁻¹